[1]
C47H46Br2I2N10OSSeSiYb | wB97M-V/def2-TZVPD

```
112
Properties=species:S:1:pos:R:3:lowdin_charge:R:1
Yb 1.883 -1.286 0.338 1.810
I -4.612 -5.844 -0.929 0.881
C -3.295 -4.610 0.085 -0.748
C -2.239 -5.365 0.682 -0.317
C -1.109 -4.684 1.150 -0.624
I 0.335 -6.118 1.621 0.880
C -0.947 -3.254 0.954 -0.433
O 0.162 -2.624 1.069 -0.289
C -2.159 -2.520 0.681 -0.164
C -2.264 -1.023 0.783 -0.197
N -3.273 -0.569 1.751 -0.032
C -3.505 0.884 1.660 -0.187
C -4.219 1.436 2.843 -0.258
C -5.337 0.778 3.472 -0.023
C -6.026 1.422 4.479 -0.092
C -5.528 2.612 4.994 -0.087
C -4.395 3.197 4.404 -0.112
N -3.784 2.648 3.284 0.097
C -3.283 -3.197 0.203 -0.097
H -2.259 -6.445 0.718 0.033
H -2.557 -0.654 -0.202 0.113
H -1.260 -0.597 0.906 0.096
H -4.186 -1.022 1.594 0.103
H -4.129 1.126 0.766 0.131
H -2.519 1.424 1.557 0.083
H -5.449 -0.280 3.186 0.106
H -6.855 0.881 4.901 0.103
H -5.995 3.033 5.934 0.121
H -3.974 4.106 4.855 0.104
H -4.167 -2.702 -0.168 0.102
Br 6.008 -2.260 6.173 0.783
C 4.790 -2.177 4.693 -0.612
C 3.727 -1.243 4.829 -0.073
C 2.972 -1.045 3.666 -0.074
N 3.135 -1.815 2.524 0.015
C 4.079 -2.723 2.480 -0.254
C 4.954 -3.005 3.560 -0.015
C 4.302 -3.495 1.254 -0.136
C 5.306 -4.518 1.100 -0.034
C 5.273 -5.276 -0.033 -0.615
Br 6.650 -6.589 -0.408 0.765
C 4.295 -5.159 -1.029 -0.075
C 3.370 -4.166 -0.820 -0.168
N 3.357 -3.398 0.224 0.011
H 3.538 -0.699 5.782 0.127
H 2.057 -0.433 3.586 0.122
H 5.708 -3.805 3.554 0.113
H 6.159 -4.583 1.803 0.118
H 4.233 -5.901 -1.866 0.132
H 2.557 -3.904 -1.462 0.105
N 4.210 -0.170 -3.641 0.153
C 5.507 -0.179 -3.100 -0.176
C 6.764 0.156 -3.610 -0.017
C 7.828 0.027 -2.724 -0.056
C 7.600 -0.313 -1.337 -0.058
C 6.318 -0.413 -0.843 -0.039
C 5.229 -0.358 -1.727 -0.216
N 3.887 -0.682 -1.474 0.108
C 3.332 -0.698 -2.701 -0.267
C 1.949 -1.074 -3.015 -0.312
C 1.342 -0.937 -4.279 -0.303
S -0.255 -1.577 -4.219 1.112
C -0.070 -1.831 -2.529 -0.410
N 1.058 -1.408 -2.005 -0.076
H 3.970 -0.169 -4.705 0.204
H 6.801 0.432 -4.665 0.118
H 8.847 0.139 -3.111 0.111
H 8.502 -0.598 -0.755 0.119
H 6.148 -0.511 0.212 0.084
H 1.812 -0.615 -5.229 0.092
H -0.958 -2.136 -1.937 0.100
C 2.506 3.376 2.588 -0.186
Si 3.158 2.529 1.089 0.352
C 3.470 3.782 -0.215 -0.169
C 4.588 1.289 1.493 -0.184
N 1.995 1.343 0.502 -0.226
C 0.917 2.017 0.072 -0.467
C 0.789 2.372 -1.375 -0.058
C -0.338 3.067 -1.815 -0.102
C -1.423 3.153 -0.955 -0.100
C -1.321 2.922 0.424 -0.131
C -0.223 2.307 0.940 -0.078
H 1.525 3.802 2.403 0.016
H 3.272 4.142 2.856 0.044
H 2.361 2.638 3.474 0.059
H 4.410 4.310 -0.163 0.024
H 2.720 4.595 -0.165 0.051
H 3.323 3.323 -1.234 0.040
H 4.722 1.086 2.582 0.024
H 5.514 1.932 1.208 0.060
H 4.539 0.395 0.893 -0.059
H 1.563 2.056 -2.077 0.082
H -0.355 3.475 -2.827 0.104
H -2.346 3.349 -1.419 0.082
H -2.061 3.312 1.076 0.085
H -0.096 2.002 2.021 0.126
C -6.784 0.497 -1.973 -0.059
N -7.261 1.753 -2.501 -0.164
C -7.628 2.817 -1.721 -0.066
C -8.097 3.812 -2.532 -0.038
N -7.903 3.376 -3.848 -0.119
C -8.542 3.939 -5.019 -0.063
C -7.301 2.093 -3.792 -0.752
Se -6.620 1.093 -5.190 0.517
H -7.368 -0.326 -2.417 0.094
H -6.822 0.539 -0.853 0.099
H -5.729 0.391 -2.239 0.073
H -7.646 2.796 -0.643 0.117
H -8.548 4.752 -2.301 0.114
H -8.208 3.463 -5.928 0.043
H -8.411 5.005 -5.149 0.082
H -9.683 3.784 -5.059 0.120
```

## Properties
- Expectation value of S²: 0.751
- Energy: -12432.45514 hartree
- Total charge: +1
- LUMO level (alpha / beta): -3.9 / -3.9 eV
- Strongest force on any atom: 0.09396 Eh/bohr
- Highest occupied orbital energy (alpha / beta): -8.5 / -8.5 eV
- 2S+1: 2

[2]
C47H46BrCoN5OSi | wB97M-V/def2-TZVPD

```
102
Properties=species:S:1:pos:R:3:lowdin_charge:R:1
Co 1.307 0.018 0.219 0.461
C 2.271 1.576 -2.195 -0.096
N 2.925 0.924 -1.039 -0.200
C 3.484 2.004 -0.158 -0.105
C 3.572 1.487 1.244 -0.213
C 4.514 1.917 2.181 -0.025
C 4.556 1.352 3.441 -0.056
C 3.723 0.248 3.711 -0.038
C 2.766 -0.066 2.765 -0.108
N 2.622 0.587 1.610 0.041
C 3.968 -0.104 -1.355 -0.077
C 3.486 -1.463 -0.902 -0.202
C 4.193 -2.600 -1.342 -0.024
C 3.658 -3.855 -1.094 -0.043
C 2.397 -3.961 -0.467 -0.026
C 1.795 -2.828 0.049 -0.085
N 2.293 -1.635 -0.278 0.041
C 0.940 2.146 -1.691 -0.207
C 0.311 3.273 -2.291 -0.012
C -0.841 3.779 -1.709 -0.065
C -1.269 3.276 -0.479 -0.053
C -0.548 2.246 0.107 -0.102
N 0.503 1.688 -0.497 0.035
H 2.019 0.823 -2.981 0.137
H 2.930 2.381 -2.615 0.138
H 2.934 2.940 -0.206 0.132
H 4.490 2.258 -0.558 0.134
H 5.250 2.622 1.857 0.105
H 5.217 1.758 4.201 0.108
H 3.703 -0.229 4.718 0.120
H 2.030 -0.844 2.978 0.101
H 4.913 0.144 -0.857 0.130
H 4.071 -0.132 -2.480 0.148
H 5.117 -2.497 -1.869 0.105
H 4.119 -4.741 -1.506 0.104
H 1.912 -4.906 -0.306 0.102
H 0.867 -2.840 0.614 0.107
H 0.716 3.801 -3.156 0.114
H -1.394 4.553 -2.228 0.107
H -2.163 3.705 -0.006 0.118
H -0.869 1.782 1.046 0.095
Br 0.896 7.428 2.231 0.773
C 0.288 6.012 3.268 -0.720
C 0.374 6.053 4.651 -0.111
C -0.155 4.982 5.361 -0.052
C -0.459 3.805 4.659 -0.120
N -0.474 3.765 3.311 0.088
C -0.105 4.866 2.638 -0.203
H 0.768 6.915 5.150 0.098
H -0.172 4.922 6.444 0.104
H -0.797 2.952 5.193 0.077
H -0.129 4.793 1.564 0.079
C -2.853 -0.479 3.397 -0.050
C -1.413 -0.918 3.682 -0.624
C -1.256 -2.447 3.793 -0.050
C -0.952 -0.334 5.042 -0.052
C -0.570 -0.490 2.603 -0.115
C 0.191 -0.262 1.639 -0.108
H -3.615 -0.905 4.061 0.084
H -3.118 -0.806 2.412 0.056
H -2.975 0.598 3.467 0.081
H -1.746 -2.795 4.710 0.081
H -0.189 -2.666 3.816 0.079
H -1.729 -3.003 3.011 0.068
H -1.546 -0.677 5.908 0.086
H -1.016 0.732 5.077 0.037
H 0.115 -0.585 5.209 0.084
O -0.226 -0.838 -0.734 -0.374
Si -1.282 -1.294 -1.891 0.472
C -3.077 -0.775 -1.562 -0.186
C -3.993 -1.212 -2.571 -0.106
C -5.312 -0.849 -2.493 -0.108
C -5.810 -0.191 -1.369 -0.096
C -4.941 0.165 -0.331 -0.105
C -3.593 -0.124 -0.410 -0.085
C -1.377 -3.153 -2.097 -0.227
C -1.494 -3.842 -3.321 -0.096
C -1.559 -5.208 -3.353 -0.097
C -1.625 -5.909 -2.139 -0.090
C -1.608 -5.221 -0.906 -0.078
C -1.388 -3.836 -0.912 -0.120
C -0.934 -0.740 -3.673 -0.233
C 0.157 -1.277 -4.346 -0.136
C 0.510 -0.874 -5.612 -0.108
C -0.206 0.138 -6.234 -0.107
C -1.318 0.634 -5.591 -0.109
C -1.642 0.276 -4.297 -0.094
H -3.647 -1.810 -3.413 0.102
H -6.018 -1.164 -3.251 0.097
H -6.864 0.047 -1.320 0.092
H -5.329 0.719 0.520 0.097
H -2.929 0.232 0.388 0.087
H -1.424 -3.331 -4.272 0.095
H -1.699 -5.738 -4.267 0.090
H -1.789 -6.984 -2.149 0.092
H -1.771 -5.715 0.061 0.100
H -1.298 -3.294 0.030 0.096
H 0.691 -2.105 -3.889 0.104
H 1.377 -1.314 -6.119 0.103
H 0.033 0.484 -7.278 0.116
H -1.959 1.295 -6.139 0.093
H -2.503 0.767 -3.836 0.108
```

## Properties
- Expectation value of S²: 3.766
- Energy: -6413.83480 hartree
- Total charge: 0
- LUMO level (alpha / beta): 0.3 / 0.2 eV
- ΔE to the lowest compared entry with this formula, charge and spin: 64.8 kcal per mole
- Strongest force on any atom: 0.12919 Eh/bohr
- Highest occupied orbital energy (alpha / beta): -6.5 / -7.0 eV
- 2S+1: 4

[3]
C47H47AsCrNPS2Sb2Se | wB97M-V/def2-TZVPD

```
103
Properties=species:S:1:pos:R:3:lowdin_charge:R:1
Cr 0.285 0.170 0.868 -0.396
C 3.452 5.098 0.824 -0.323
Sb 1.531 4.088 0.971 1.315
C 1.643 3.428 -1.109 -0.298
C 0.443 5.963 0.533 -0.316
C -0.265 5.838 -0.751 -0.334
C 0.231 6.509 -1.864 -0.065
C -0.334 6.349 -3.112 -0.088
C -1.427 5.513 -3.266 -0.084
C -1.947 4.859 -2.164 -0.049
C -1.378 4.997 -0.903 -0.305
C -1.948 4.275 0.241 -0.293
Sb -1.307 2.208 0.555 1.247
C -2.863 1.543 -0.797 -0.303
C -2.287 2.247 2.491 -0.294
H 3.542 5.576 -0.146 0.004
H 4.270 4.401 0.969 -0.010
H 3.492 5.853 1.600 -0.007
H 2.683 3.339 -1.406 0.006
H 1.148 4.157 -1.742 -0.003
H 1.139 2.464 -1.249 -0.031
H 1.195 6.746 0.496 0.053
H -0.222 6.159 1.371 0.051
H 1.086 7.159 -1.740 0.113
H 0.089 6.861 -3.963 0.101
H -1.865 5.365 -4.240 0.100
H -2.808 4.219 -2.275 0.104
H -3.025 4.186 0.134 0.071
H -1.729 4.781 1.173 0.048
H -3.809 2.037 -0.558 0.021
H -2.996 0.464 -0.761 -0.083
H -2.545 1.825 -1.806 0.009
H -3.316 2.609 2.392 0.014
H -1.722 2.925 3.137 0.015
H -2.266 1.251 2.933 -0.016
S -3.797 -2.145 -1.273 0.275
P -3.293 -2.108 0.614 0.160
S -1.654 -0.981 1.174 0.300
C -2.871 -3.720 1.337 -0.405
C -2.586 -4.792 0.506 -0.102
C -2.207 -6.002 1.059 -0.090
C -2.100 -6.129 2.433 -0.082
C -2.378 -5.052 3.260 -0.074
C -2.760 -3.840 2.717 -0.099
C -4.686 -1.458 1.597 -0.383
C -5.727 -2.305 1.955 -0.084
C -6.834 -1.784 2.602 -0.077
C -6.910 -0.429 2.878 -0.082
C -5.890 0.419 2.482 -0.072
C -4.782 -0.098 1.839 -0.109
H -2.681 -4.666 -0.565 0.078
H -2.002 -6.842 0.413 0.103
H -1.795 -7.070 2.868 0.103
H -2.302 -5.149 4.333 0.104
H -2.972 -2.988 3.350 0.110
H -5.662 -3.360 1.719 0.113
H -7.644 -2.441 2.886 0.104
H -7.772 -0.028 3.386 0.101
H -5.956 1.482 2.664 0.103
H -3.976 0.546 1.519 0.038
C 1.495 -6.054 1.125 -0.088
C 0.949 -5.781 -0.118 -0.094
C 0.882 -4.476 -0.579 -0.083
C 1.357 -3.442 0.218 -0.346
C 1.889 -3.719 1.474 -0.112
C 1.969 -5.025 1.923 -0.076
As 1.452 -1.575 -0.324 1.302
C 0.770 -1.494 -2.128 -0.303
C -0.561 -1.510 -2.501 -0.114
C -0.904 -1.409 -3.839 -0.071
C 0.090 -1.231 -4.790 -0.070
C 1.425 -1.162 -4.422 -0.020
C 1.783 -1.307 -3.087 -0.189
C 3.141 -1.366 -2.548 -0.190
C 4.317 -1.259 -3.284 -0.022
C 5.540 -1.475 -2.671 -0.072
C 5.603 -1.804 -1.326 -0.080
C 4.442 -1.858 -0.568 -0.094
C 3.215 -1.625 -1.167 -0.278
H 1.558 -7.073 1.475 0.104
H 0.595 -6.589 -0.742 0.106
H 0.463 -4.253 -1.556 0.108
H 2.240 -2.890 2.092 0.099
H 2.412 -5.241 2.885 0.106
H -1.336 -1.620 -1.749 0.003
H -1.944 -1.473 -4.129 0.103
H -0.180 -1.154 -5.832 0.104
H 2.187 -1.013 -5.173 0.106
H 4.276 -1.015 -4.335 0.106
H 6.447 -1.410 -3.253 0.105
H 6.554 -1.997 -0.856 0.107
H 4.498 -2.080 0.492 0.113
Se 1.726 0.654 2.703 0.593
C 3.430 0.859 1.861 -0.650
C 3.492 1.099 0.488 -0.202
C 4.733 1.244 -0.103 -0.171
N 5.869 1.175 0.569 0.061
C 5.806 0.951 1.872 -0.157
C 4.624 0.780 2.572 -0.107
H 2.576 1.164 -0.104 0.040
H 4.821 1.422 -1.167 0.113
H 6.763 0.913 2.380 0.103
H 4.606 0.590 3.633 0.096
```

## Properties
- Expectation value of S²: 6.059
- Energy: -9173.84696 hartree
- Total charge: 0
- LUMO level (alpha / beta): -0.9 / 0.0 eV
- Strongest force on any atom: 0.04687 Eh/bohr
- Highest occupied orbital energy (alpha / beta): -7.3 / -7.6 eV
- 2S+1: 5

[4]
C47H47NP2Ti | wB97M-V/def2-TZVPD

```
98
Properties=species:S:1:pos:R:3:lowdin_charge:R:1
Ti -0.268 0.513 -0.311 0.838
C -1.791 0.938 -6.124 -0.089
C -1.908 -0.380 -5.944 -0.141
C -1.209 -1.419 -6.778 -0.182
C 0.221 -1.076 -7.281 -0.176
C 1.128 -0.219 -6.435 -0.114
C 1.187 1.117 -6.505 -0.116
C 0.268 2.000 -7.283 -0.176
C -1.196 1.535 -7.367 -0.180
C 1.480 0.651 0.889 -0.182
H -2.214 1.639 -5.410 0.087
H -2.593 -0.785 -5.191 0.095
H -1.773 -1.667 -7.699 0.130
H -1.157 -2.352 -6.197 0.096
H 0.732 -2.055 -7.370 0.118
H 0.151 -0.689 -8.313 0.117
H 1.896 -0.778 -5.887 0.094
H 2.028 1.681 -6.090 0.072
H 0.622 2.120 -8.325 0.133
H 0.312 2.996 -6.822 0.110
H -1.768 2.445 -7.606 0.121
H -1.306 0.861 -8.232 0.114
H 1.278 1.610 1.401 0.042
H 2.511 0.635 0.530 0.004
H 1.354 -0.154 1.629 0.033
P -1.628 -0.627 -2.008 1.000
P 1.702 0.156 -1.826 0.987
C -0.416 -0.957 -3.289 -0.263
C 0.900 -0.635 -3.213 -0.276
C -2.604 -2.130 -1.739 -0.352
C -2.670 -3.114 -2.735 -0.069
C -3.418 -4.269 -2.514 -0.046
C -3.979 -4.510 -1.256 -0.039
C -3.858 -3.559 -0.236 -0.048
C -3.242 -2.342 -0.500 -0.097
C -2.789 0.720 -2.479 -0.358
C -2.254 1.972 -2.832 -0.144
C -3.098 3.066 -3.015 -0.065
C -4.481 2.912 -2.900 -0.039
C -5.020 1.664 -2.568 -0.039
C -4.182 0.579 -2.332 -0.057
C 3.191 -0.893 -1.560 -0.336
C 2.986 -2.240 -1.200 -0.093
C 4.074 -3.072 -0.932 -0.055
C 5.379 -2.585 -1.071 -0.043
C 5.590 -1.260 -1.469 -0.050
C 4.506 -0.411 -1.701 -0.062
C 2.268 1.837 -2.316 -0.347
C 2.398 2.887 -1.392 -0.085
C 2.830 4.142 -1.828 -0.051
C 3.081 4.368 -3.185 -0.039
C 2.905 3.335 -4.117 -0.039
C 2.508 2.075 -3.670 -0.089
H -0.778 -1.525 -4.150 0.045
H 1.592 -0.993 -3.975 0.070
H -2.142 -2.972 -3.676 0.092
H -3.539 -4.990 -3.320 0.120
H -4.508 -5.440 -1.066 0.120
H -4.245 -3.768 0.766 0.120
H -3.228 -1.555 0.259 0.097
H -1.173 2.099 -2.954 0.107
H -2.672 4.047 -3.236 0.121
H -5.145 3.763 -3.053 0.122
H -6.103 1.536 -2.471 0.125
H -4.592 -0.387 -2.025 0.112
H 1.975 -2.641 -1.133 0.098
H 3.902 -4.102 -0.616 0.117
H 6.230 -3.237 -0.877 0.120
H 6.609 -0.882 -1.597 0.122
H 4.678 0.628 -1.992 0.111
H 2.162 2.714 -0.341 0.080
H 2.959 4.949 -1.103 0.121
H 3.410 5.351 -3.517 0.121
H 3.072 3.530 -5.177 0.119
H 2.352 1.248 -4.358 0.070
C -1.866 3.501 2.867 -0.053
C -1.808 3.272 1.494 -0.045
C -1.717 1.956 0.985 -0.116
C -1.631 0.871 1.918 -0.279
C -1.720 1.114 3.298 0.001
C -1.822 2.424 3.763 -0.016
N -1.203 -0.323 1.326 -0.062
C -1.166 -1.541 1.996 -0.301
C -0.226 -2.526 1.634 -0.026
C -0.227 -3.753 2.296 -0.059
C -1.155 -4.034 3.307 -0.057
C -2.109 -3.069 3.638 -0.055
C -2.123 -1.836 2.993 -0.040
H -1.994 4.511 3.278 0.125
H -1.832 4.124 0.805 0.124
H -1.991 1.757 -0.087 0.081
H -1.636 0.297 4.007 0.114
H -1.853 2.587 4.841 0.129
H 0.497 -2.322 0.832 0.092
H 0.501 -4.516 2.018 0.114
H -1.144 -4.987 3.834 0.116
H -2.872 -3.255 4.391 0.118
H -2.871 -1.083 3.236 0.113
```

## Properties
- Energy: -3405.46080 hartree
- Total charge: +2
- LUMO level: -7.0 eV
- Strongest force on any atom: 0.10191 Eh/bohr
- Highest occupied orbital energy: -13.0 eV